Formula: C37H54Cl2F5N3O2RbSbSi3
Source: the OMol25 dataset
Level of theory: ωB97M-V with the def2-TZVPD basis set

Element x y z (Å)
Rb 1.317 1.148 1.394
O -0.389 -1.259 1.789
C -0.939 -2.199 2.694
C -1.071 -1.720 4.149
C -1.649 -0.307 4.348
C -2.985 -0.042 3.708
C -4.172 -0.030 4.431
C -5.357 0.301 3.789
C -5.318 0.633 2.442
C -4.096 0.579 1.793
N -2.969 0.233 2.402
H -1.071 -0.556 1.685
H -0.263 -3.054 2.690
H -1.917 -2.552 2.334
H -0.079 -1.710 4.603
H -1.685 -2.449 4.690
H -0.930 0.400 3.936
H -1.727 -0.119 5.420
H -4.162 -0.255 5.491
H -6.291 0.317 4.336
H -6.214 0.923 1.910
H -3.994 0.825 0.742
C 4.189 -0.518 -1.021
N 3.997 0.056 0.293
C 4.315 -0.905 1.331
C 4.780 1.288 0.446
C 4.327 2.374 -0.509
C 5.155 2.719 -1.578
C 4.771 3.705 -2.478
C 3.551 4.341 -2.289
C 2.740 3.978 -1.214
C 3.081 2.990 -0.274
H 5.236 -0.837 -1.193
H 3.931 0.222 -1.779
H 3.542 -1.389 -1.146
H 5.367 -1.248 1.284
H 3.666 -1.779 1.232
H 4.139 -0.464 2.314
H 5.856 1.067 0.293
H 4.642 1.638 1.471
H 6.112 2.214 -1.717
H 5.415 3.972 -3.311
H 3.238 5.120 -2.982
H 1.791 4.504 -1.104
Cl -2.221 2.718 -3.102
C -2.163 3.398 -1.501
C -2.624 4.701 -1.366
C -2.620 5.309 -0.141
Cl -3.229 6.948 -0.015
C -2.142 4.634 0.996
C -2.115 5.210 2.283
C -1.626 4.490 3.335
C -1.160 3.189 3.099
N -1.175 2.616 1.919
C -1.654 3.297 0.857
C -1.648 2.606 -0.440
O -1.238 1.420 -0.571
H -2.987 5.231 -2.235
H -2.479 6.220 2.413
H -1.584 4.907 4.333
H -0.763 2.602 3.923
C -3.729 -0.561 -2.575
Si -2.669 -2.066 -2.117
C -3.493 -2.892 -0.605
C -3.058 -3.329 -3.501
Sb -0.302 -1.307 -1.371
Si 0.464 -3.821 -1.373
C 0.032 -4.984 -2.835
C -0.224 -4.755 0.144
C 2.348 -4.054 -1.160
Si 0.662 -0.900 -3.765
C 2.400 -1.636 -4.037
C 0.878 0.937 -4.149
C -0.413 -1.613 -5.174
H -4.761 -0.674 -2.230
H -3.751 -0.401 -3.656
H -3.318 0.344 -2.128
H -4.577 -2.749 -0.620
H -3.119 -2.471 0.330
H -3.298 -3.968 -0.589
H -4.143 -3.432 -3.591
H -2.643 -4.314 -3.278
H -2.670 -3.015 -4.472
H -0.986 -5.368 -2.733
H 0.712 -5.838 -2.864
H 0.095 -4.470 -3.798
H -1.284 -4.541 0.309
H 0.316 -4.455 1.043
H -0.111 -5.837 0.029
H 2.891 -3.852 -2.084
H 2.576 -5.080 -0.856
H 2.739 -3.384 -0.390
H 3.157 -0.963 -3.630
H 2.600 -1.763 -5.104
H 2.527 -2.607 -3.555
H 1.256 1.477 -3.277
H -0.070 1.390 -4.429
H 1.586 1.089 -4.969
H -0.555 -2.690 -5.053
H 0.038 -1.434 -6.154
H -1.399 -1.141 -5.163
F 1.151 0.385 5.064
C 2.421 0.533 4.418
F 3.224 -0.384 5.144
C 2.891 1.875 4.927
F 4.177 2.098 4.579
F 2.148 2.871 4.382
F 2.836 2.095 6.284

Charge: -2
Relative energy (zero: lowest compared OMol25 entry of this formula, charge and spin), kJ/mol: 77.8

=====

Formula: C2H3Cl2NS
Source: the OMol25 dataset
Level of theory: ωB97M-V with the def2-TZVPD basis set

Element x y z (Å)
C 0.713 -0.672 -0.117
C -0.065 0.005 0.992
H -1.096 1.148 -1.321
H 1.455 -1.431 0.208
H 0.248 -0.396 1.944
N 0.659 -0.523 -1.375
S -0.328 0.479 -2.253
Cl 0.223 1.758 1.039
Cl -1.810 -0.368 0.883

Relative energy (zero: lowest compared OMol25 entry of this formula, charge and spin), kJ/mol: 73.7
SMILES string: S/N=C\C(Cl)Cl

=====

Formula: C3H6N2
Source: the OMol25 dataset
Level of theory: ωB97M-V with the def2-TZVPD basis set

Element x y z (Å)
C -0.478 0.115 0.000
C 0.839 -0.619 -0.070
C 2.008 0.000 0.045
H -1.398 -1.699 0.197
H -2.543 -0.366 0.021
H -1.430 1.726 -0.055
H 0.784 -1.687 -0.169
H 2.944 -0.547 -0.015
H 2.072 1.070 0.180
N -1.596 -0.723 0.020
N -0.495 1.370 -0.022

Relative energy (zero: lowest compared OMol25 entry of this formula, charge and spin), kJ/mol: 77.1
SMILES string: [H]/N=C(\N)C=C

=====

Formula: C5H7N2OS
Source: the OMol25 dataset
Level of theory: ωB97M-V with the def2-TZVPD basis set

Element x y z (Å)
C 1.780 0.891 0.800
C 2.653 -0.604 -1.003
C 0.801 0.100 0.255
C -1.399 1.624 -0.415
C -0.735 0.189 0.337
N 1.355 -0.777 -0.675
N -1.219 -1.061 0.026
O -2.443 1.621 -0.965
S 3.282 0.671 -0.135
H 1.603 1.613 1.513
H 3.094 -1.219 -1.847
H -0.807 2.564 -0.403
H -0.996 0.427 1.328
H -1.886 -1.351 0.724
H 0.589 -1.494 -0.937
H -1.786 -1.043 -0.847

Charge: +1
Relative energy (zero: lowest compared OMol25 entry of this formula, charge and spin), kJ/mol: 146.5

=====

Formula: C53H61N9O4
Source: the OMol25 dataset
Level of theory: ωB97M-V with the def2-TZVPD basis set

Element x y z (Å)
N 20.690 14.879 13.521
C 19.506 15.375 13.895
C 18.284 14.713 13.744
C 18.265 13.426 13.225
C 19.511 12.853 12.914
C 20.676 13.619 13.108
H 19.598 16.421 14.227
H 17.420 15.348 13.976
H 17.319 12.890 13.026
H 19.568 11.885 12.417
H 21.622 13.100 12.981
N 15.358 10.700 17.918
C 16.381 11.509 17.572
C 17.175 11.207 16.463
C 16.874 10.123 15.636
C 15.833 9.341 15.982
C 15.088 9.626 17.132
H 16.629 12.374 18.135
H 17.980 11.891 16.184
H 17.510 9.907 14.782
H 15.559 8.481 15.402
H 14.252 9.047 17.397
N 11.969 7.664 11.013
C 11.147 8.609 10.616
C 11.502 9.977 10.549
C 12.844 10.248 10.804
C 13.761 9.265 11.078
C 13.247 7.981 11.239
H 10.138 8.223 10.364
H 10.740 10.729 10.262
H 13.243 11.267 10.755
H 14.772 9.547 11.329
H 13.906 7.139 11.486
N 12.057 13.455 15.410
C 11.332 14.002 14.400
C 10.840 13.275 13.350
C 11.125 11.911 13.341
C 11.815 11.339 14.376
C 12.280 12.168 15.390
H 11.118 15.074 14.463
H 10.262 13.746 12.558
H 10.818 11.327 12.493
H 12.121 10.282 14.328
H 12.943 11.767 16.163
N 9.962 17.131 13.109
C 11.195 17.635 13.439
C 12.078 18.078 12.520
C 11.620 18.031 11.162
C 10.400 17.518 10.878
C 9.582 17.020 11.872
H 11.492 17.462 14.503
H 13.127 18.305 12.847
H 12.356 18.323 10.417
H 10.005 17.379 9.844
H 8.541 16.686 11.675
N 14.572 17.588 6.600
C 15.518 16.721 6.246
C 16.416 16.189 7.115
C 16.356 16.563 8.466
C 15.369 17.412 8.901
C 14.447 17.910 7.908
H 15.478 16.451 5.203
H 17.246 15.589 6.753
H 17.087 16.180 9.138
H 15.448 17.747 9.902
H 13.611 18.509 8.275
N 16.574 15.087 18.000
C 15.683 15.534 18.896
C 14.336 15.731 18.518
C 13.943 15.368 17.281
C 14.852 14.883 16.354
C 16.130 14.697 16.788
H 16.033 15.906 19.835
H 13.600 16.103 19.168
H 12.896 15.527 17.052
H 14.535 14.559 15.371
H 16.879 14.309 16.134
N 18.623 13.374 8.565
C 19.237 13.578 7.442
C 20.320 14.423 7.334
C 20.774 15.037 8.453
C 20.066 14.823 9.670
C 19.005 13.940 9.699
H 18.907 13.034 6.550
H 20.861 14.543 6.394
H 21.647 15.784 8.396
H 20.352 15.340 10.564
H 18.428 13.794 10.600
N 15.702 18.401 13.224
C 15.741 17.794 14.412
C 16.862 17.810 15.228
C 17.977 18.523 14.864
C 17.873 19.230 13.636
C 16.764 19.105 12.848
H 14.844 17.301 14.759
H 16.856 17.282 16.181
H 18.873 18.552 15.489
H 18.719 19.819 13.363
H 16.726 19.538 11.860
O 10.081 13.171 10.332
C 9.670 13.844 9.409
O 10.306 14.123 8.251
C 11.640 13.583 8.102
C 12.480 14.541 7.262
C 8.403 14.563 9.466
H 11.525 12.629 7.574
H 12.037 13.410 9.109
H 12.774 15.363 7.929
H 11.901 14.903 6.414
H 13.338 14.013 6.973
H 7.609 14.202 8.774
H 8.535 15.632 9.182
H 8.042 14.564 10.479
O 16.206 12.081 11.035
C 15.419 12.270 10.133
O 14.380 13.189 10.219
C 14.246 13.847 11.476
C 13.125 14.844 11.399
C 15.522 11.523 8.883
H 15.038 14.562 11.668
H 14.149 13.175 12.290
H 12.188 14.385 11.346
H 13.254 15.525 10.524
H 13.122 15.476 12.295
H 14.823 10.711 8.957
H 16.540 11.168 8.786
H 15.198 12.076 8.051

SMILES string: CCOC(C)=O.CCOC(C)=O.c1ccncc1.c1ccncc1.c1ccncc1.c1ccncc1.c1ccncc1.c1ccncc1.c1ccncc1.c1ccncc1.c1ccncc1

=====

Formula: C22H10BaCl5N3O3
Source: the OMol25 dataset
Level of theory: ωB97M-V with the def2-TZVPD basis set

Element x y z (Å)
Ba 12.845 12.768 4.973
O 9.723 19.103 4.280
C 10.525 18.999 5.257
O 11.040 19.864 5.974
C 10.840 17.524 5.468
C 9.981 16.443 5.464
C 10.527 15.188 5.773
N 11.820 15.025 6.103
C 12.677 16.046 6.158
C 12.241 17.324 5.859
C 14.022 15.730 6.775
C 14.586 16.703 7.630
C 15.777 16.466 8.240
C 16.519 15.379 7.885
C 15.813 14.363 7.133
N 14.596 14.498 6.650
C 9.646 13.979 5.821
C 8.439 14.072 6.358
C 7.580 12.985 6.433
C 7.944 11.813 5.861
C 9.191 11.834 5.227
N 10.068 12.829 5.302
H 8.902 16.581 5.289
H 12.710 18.313 5.977
H 13.958 17.541 7.806
H 16.308 17.274 8.818
H 17.532 15.222 8.225
H 16.229 13.371 6.978
H 8.192 15.003 6.816
H 6.588 13.061 6.906
H 7.465 10.856 5.724
H 9.591 10.940 4.679
Cl 9.673 6.705 8.914
C 10.365 7.798 7.875
C 10.502 9.103 8.298
Cl 9.755 9.720 9.636
C 11.163 10.033 7.501
Cl 11.370 11.765 7.891
C 11.696 9.680 6.229
O 12.300 10.501 5.479
C 11.516 8.304 5.872
Cl 12.165 7.682 4.359
C 10.824 7.379 6.635
Cl 10.650 5.804 6.221

Relative energy (zero: lowest compared OMol25 entry of this formula, charge and spin), kJ/mol: 70.9

=====

| no. | DFT total energy (a.u.) | HOMO (eV) |
| --- | --- | --- |
| 1 | -4309.6694 | -1.2 |
| 2 | -1451.2956 | -9.3 |
| 3 | -227.3955 | -9.2 |
| 4 | -777.3631 | -13.5 |
| 5 | -2849.8720 | -9.4 |
| 6 | -3560.8688 | -7.7 |